C14H21N2O5 | ωB97M-V/def2-TZVPD

Computed properties:
Total charge   +1
Calculated total energy   -1031.3337 hartree
Max |F|   5.46 eV Å⁻¹
E_LUMO   -0.2170 Eh
E_HOMO   -0.4236 Eh

Atoms and positions in Å:
C 1.99018 -0.38658 2.13563
C 1.63160 -0.63618 0.57371
O 0.64512 -1.35710 0.30899
N 2.49640 0.07387 -0.41355
C 2.80864 -0.73995 -1.61397
C 3.44539 0.06759 -2.87202
O 2.66936 -1.97471 -1.72907
C 1.78278 1.32081 -0.73402
C 2.45999 2.65154 -0.24524
C 1.73010 4.00440 -0.51767
C 2.39866 5.36194 0.01457
O 1.71980 6.03919 0.82370
O 3.71132 5.73862 -0.40450
C 0.36518 3.93315 -1.26412
C -0.17327 2.55329 -1.69919
N 0.49990 1.30835 -1.43600
H 1.41261 0.58288 2.41035
H 1.57867 -1.19938 2.81876
H 3.09678 -0.14154 2.29379
H 2.70633 0.14432 -3.73709
H 3.89717 1.07540 -2.55066
H 4.32488 -0.59333 -3.23106
H 3.45951 2.58416 0.32661
H 4.11213 4.88213 -0.71350
H -0.21080 4.89278 -1.46885
H -1.17878 2.50153 -2.23088
H 0.13204 0.36997 -1.70991
C -4.64289 -2.54803 2.61025
C -4.85080 -2.61183 1.10611
O -3.85772 -1.91299 0.36501
C -2.51744 -2.35837 0.52930
C -2.30646 -3.80775 0.12786
H -4.61995 -1.50751 2.94903
H -5.45175 -3.06924 3.12861
H -3.70147 -3.01057 2.91193
H -5.80718 -2.14259 0.86348
H -4.91999 -3.64822 0.76223
H -2.18455 -2.18122 1.55757
H -1.89790 -1.72165 -0.10914
H -2.89776 -4.49198 0.73903
H -1.25451 -4.08302 0.23791
H -2.60133 -3.96220 -0.91400

Atomic forces in eV per Å
C -0.21 1.32 -0.91
C -2.72 -2.90 3.00
O 3.79 3.06 -0.19
N -2.53 0.15 -1.44
C 0.55 -2.78 -2.85
C 0.77 -0.50 0.90
O 0.28 4.71 1.46
C 0.74 3.25 0.50
C -3.65 -0.21 -1.91
C -0.49 -3.57 -1.14
C -1.66 2.28 2.35
O 2.95 -2.75 -3.68
O -2.88 -2.71 0.65
C 2.17 -3.16 0.89
C 1.58 1.56 1.28
N 2.46 3.24 1.51
H 0.88 -1.48 -0.41
H 0.70 0.93 -1.29
H -1.59 -0.64 -0.25
H 0.90 0.02 1.34
H -0.95 -1.41 -0.62
H -1.57 1.04 0.61
H -1.89 -0.02 -1.09
H -0.11 1.27 0.01
H 0.76 -1.65 0.22
H 1.62 -0.11 0.80
H 0.07 1.02 0.27
C 0.12 0.07 0.05
C -0.03 -0.05 0.15
O 0.06 0.22 -0.16
C -0.16 -0.12 0.01
C -0.04 -0.10 -0.05
H -0.06 -0.11 -0.04
H 0.06 0.07 -0.07
H -0.06 -0.08 0.01
H 0.19 0.08 -0.15
H 0.04 -0.04 0.05
H 0.03 -0.07 0.03
H -0.22 0.05 0.03
H 0.10 0.03 0.04
H -0.07 0.04 -0.02
H 0.05 0.03 0.08

=====

C19H28BN2O3 | ωB97M-V/def2-TZVPD

Computed properties:
SMILES   C#CCCC[C@]1(B(O)CC)C=[NH+][C@@](CCOCC)(N=C=O)[C@H]1CC#C
Total charge   +1
Calculated total energy   -1100.4845 hartree
Max |F|   2.24 eV Å⁻¹
E_LUMO   -0.1616 Eh
E_HOMO   -0.4599 Eh

Atoms and positions in Å:
C 4.51836 -1.65209 2.85288
C 4.55543 -1.71775 1.66082
C 4.67596 -1.67101 0.19223
C 3.34590 -1.33119 -0.51442
C 2.15210 -2.24942 -0.13238
C 0.84332 -1.49400 0.22686
B 1.18644 -0.72878 1.63964
O 1.50066 -1.50796 2.75036
C 1.23290 0.84252 1.80902
C 0.30766 1.25090 3.00931
C -0.28098 -2.41829 0.67206
N -1.43312 -1.97516 0.32913
C -1.37897 -0.66588 -0.37237
C -2.48067 -0.42875 -1.43846
C -2.65243 1.07618 -1.83139
O -3.88665 1.58483 -1.36404
C -3.74770 2.69309 -0.48798
C -3.17136 3.97690 -1.15335
N -1.65420 0.40820 0.63374
C -2.57007 0.13977 1.39521
O -3.37301 -0.09494 2.19290
C 0.05247 -0.76344 -0.89126
C 0.66879 0.41994 -1.67621
C 0.18264 0.31482 -3.07841
C -0.21298 0.15657 -4.19350
H 4.19081 -1.37828 3.82928
H 5.36776 -0.84580 -0.01919
H 5.14497 -2.56790 -0.22091
H 3.15967 -0.26011 -0.37952
H 3.52606 -1.47025 -1.58832
H 2.42492 -2.86985 0.73098
H 1.98080 -2.94335 -0.96646
H 0.73630 -1.96653 3.11505
H 2.28698 1.11831 1.96775
H 0.89900 1.35943 0.90426
H 0.01929 0.38900 3.61881
H -0.58868 1.73328 2.61768
H 0.85762 1.95206 3.64039
H -0.12455 -3.35370 1.20724
H -2.26282 -2.51228 0.56887
H -3.46757 -0.74842 -1.07882
H -2.25542 -0.97100 -2.36250
H -2.71192 1.08724 -2.92715
H -1.78746 1.69187 -1.57138
H -4.75989 2.92907 -0.14473
H -3.15793 2.48502 0.41444
H -2.21053 4.21380 -0.68400
H -3.85370 4.80605 -0.94280
H -3.08085 3.89216 -2.23886
H -0.05557 -1.54378 -1.66589
H 1.75540 0.38509 -1.73992
H 0.32957 1.36586 -1.24563
H -0.74276 -0.14203 -5.06907

Atomic forces in eV per Å
C -0.79 0.50 0.42
C 0.38 -0.13 -1.08
C 0.10 0.41 0.30
C 0.23 -0.38 -0.35
C 0.10 0.01 -0.16
C -1.36 -0.99 0.85
B 0.49 0.86 0.50
O -0.85 0.36 -0.56
C -0.33 -0.62 -0.29
C 0.74 0.12 -0.37
C 2.02 0.71 -0.67
N -0.33 -0.96 0.14
C -1.28 1.39 -0.61
C 0.41 -0.03 -0.42
C -0.30 -0.66 -0.94
O 0.72 0.02 0.69
C -0.55 1.15 -0.09
C -0.18 -0.30 0.60
N 0.67 -1.09 -0.16
C 0.10 0.38 0.76
O -0.18 0.08 -0.11
C 0.99 -0.34 -0.57
C -0.96 0.02 -0.58
C 0.41 0.38 0.93
C -0.60 -0.48 -0.18
H 0.42 -0.35 0.21
H -0.01 -0.21 -0.12
H -0.21 -0.07 0.18
H -0.21 -0.24 0.26
H -0.04 0.23 0.16
H -0.01 0.19 -0.08
H -0.18 0.15 0.15
H 0.29 -0.34 0.21
H -0.23 0.01 0.19
H 0.18 0.00 0.14
H 0.03 0.21 0.01
H 0.11 0.00 0.20
H -0.33 -0.07 0.08
H -0.29 0.13 0.02
H -0.27 0.44 -0.15
H 0.25 -0.07 0.12
H 0.03 -0.19 0.30
H 0.10 0.05 0.20
H -0.23 -0.02 0.22
H 0.10 -0.30 -0.11
H -0.02 -0.33 -0.25
H -0.04 0.11 -0.42
H 0.20 -0.04 -0.11
H 0.07 -0.09 0.17
H 0.05 0.08 0.19
H -0.09 0.00 0.47
H 0.39 0.03 -0.03
H 0.29 0.29 -0.25

=====

C3H14NO2 | ωB97M-V/def2-TZVPD

Computed properties:
Total charge   +1
Energy relative to the best compared isomer or geometry (same formula, charge and spin)   29.6 kcal/mol
Calculated total energy   -327.6753 hartree
Max |F|   2.62 eV Å⁻¹
E_LUMO   -0.1089 Eh
E_HOMO   -0.5806 Eh

Atoms and positions in Å:
C 1.90841 1.04582 0.27727
C 0.51719 0.66801 0.90452
N -0.54968 -0.12967 0.09940
C -1.78356 -0.37162 0.85939
H 2.55158 0.06041 0.15680
H 2.54465 1.74721 0.98661
H 1.78145 1.47453 -0.70024
H -0.01824 1.55172 1.23305
H 0.72755 0.02876 1.77555
H -0.74647 0.41275 -0.70511
H -0.08984 -0.96472 -0.21712
H -2.53706 0.38862 0.49897
H -2.14464 -1.38017 0.84325
H -1.57253 -0.07458 1.87385
H 1.74764 -2.30117 -0.94614
H 1.58238 -3.03410 0.47788
O 1.15477 -2.61261 -0.25102
H -1.68697 1.72569 -1.81563
H -1.99858 0.74851 -3.00714
O -1.38807 1.01663 -2.34414

Atomic forces in eV per Å
C 1.06 -1.86 1.06
C 0.63 -0.32 0.81
N 2.24 0.67 1.04
C -0.92 2.06 0.24
H -1.28 2.00 0.20
H -1.72 -1.38 -1.42
H 0.17 0.45 -0.35
H -0.01 0.16 0.10
H -0.31 0.32 -0.19
H -0.41 0.34 -1.59
H 0.27 -1.14 -0.14
H 0.54 -1.21 0.28
H -0.03 -0.41 -0.39
H -0.06 -0.21 0.48
H 0.41 -0.57 0.51
H 0.95 -0.37 0.33
O -1.42 1.12 -0.91
H -1.14 1.47 0.10
H -1.03 0.05 -0.66
O 2.04 -1.16 0.51

=====

Q: What is the formula in the third record?
A: C3H14NO2

=====

Q: Look up the E_LUMO of the first one.
A: -0.2170 Eh